Formula: C51H50KN8O3PS
Source: the Open Molecules 2025 dataset
Level of theory: ωB97M-V/def2-TZVPD

```
! wB97M-V def2-TZVPD RIJCOSX def2/J DEFGRID3
* xyz -2 1
K -0.71956 0.56061 0.97878
C 2.44566 -3.49082 2.98400
C 2.59208 -4.57451 2.13253
C 2.14304 -4.47305 0.82890
C 1.55811 -3.27729 0.39366
N 1.50270 -2.21040 1.19898
C 1.90491 -2.32841 2.45891
C 0.82584 -3.20939 -0.89596
C 0.09939 -4.34105 -1.28156
C -0.75888 -4.33311 -2.36390
C -0.93598 -3.14735 -3.06849
C -0.22127 -2.02324 -2.71197
C 0.69988 -2.03177 -1.65460
H 2.74880 -3.54206 4.02114
H 3.03456 -5.49832 2.48697
H 2.22665 -5.31455 0.15381
H 1.79108 -1.44002 3.07355
H 0.16869 -5.23393 -0.67144
H -1.31905 -5.22134 -2.62698
H -1.64293 -3.09874 -3.88771
H -0.35532 -1.09184 -3.24724
N -4.77721 6.06813 2.02571
C -3.87318 5.11168 2.51432
C -2.87078 5.48301 3.40989
C -1.95067 4.54986 3.85563
C -2.03576 3.23668 3.42302
C -3.02980 2.85830 2.53280
C -3.93877 3.79311 2.07255
S -0.92474 1.99944 4.05499
O -0.37295 2.49873 5.29773
O -1.73164 0.79968 4.16583
N 0.17008 1.68210 2.93895
C 0.99355 2.64309 2.48490
N 1.89700 2.24057 1.55476
C 2.73881 3.14860 1.09690
C 2.74048 4.47026 1.51393
C 1.76424 4.79211 2.44270
N 0.90602 3.92047 2.93332
H -4.94171 6.84338 2.64655
H -5.63072 5.68006 1.65844
H -2.81234 6.51489 3.74172
H -1.15688 4.81752 4.53828
H -3.10171 1.82785 2.20747
H -4.70105 3.50215 1.35891
H 3.45220 2.80146 0.35396
H 3.43892 5.19764 1.12632
H 1.66410 5.81059 2.81440
C -2.94421 0.80081 -3.62928
C -3.59451 -0.04589 -2.56094
C -4.93761 -0.44357 -2.67632
C -5.48887 -1.24502 -1.68243
C -6.93076 -1.68570 -1.78601
C -4.74312 -1.63239 -0.57648
C -3.38573 -1.21482 -0.38591
C -2.85824 -0.43850 -1.47290
N -2.56533 -1.42603 0.64335
C -2.91038 -2.28471 1.76327
C -4.12176 -1.79807 2.58842
C -3.11453 -3.74722 1.31965
C -1.69337 -2.25821 2.70145
H -3.69062 1.20701 -4.31573
H -2.23395 0.20811 -4.21585
H -2.38799 1.62864 -3.18203
H -5.53708 -0.13084 -3.52649
H -7.35679 -1.40246 -2.75086
H -7.53918 -1.22676 -1.00137
H -7.02221 -2.76993 -1.67772
H -5.23209 -2.25170 0.16380
H -1.81195 -0.15769 -1.41074
H -5.07709 -2.03826 2.12145
H -4.05630 -0.71497 2.70737
H -4.10955 -2.24849 3.58658
H -3.91873 -3.83830 0.58897
H -3.34373 -4.39083 2.17708
H -2.19291 -4.10167 0.84947
H -1.63607 -1.30857 3.23624
H -0.79532 -2.38540 2.09971
H -1.74340 -3.06832 3.43822
O -1.04965 3.00513 -0.30940
N -0.60679 3.21982 -1.45381
N 1.41788 -0.86331 -1.45391
P 2.96575 -0.72638 -1.56358
C 3.60952 -1.73787 -2.92852
C 3.72717 -3.11951 -2.77063
C 3.96258 -3.93579 -3.86616
C 4.07042 -3.38425 -5.13459
C 3.92044 -2.01417 -5.30573
C 3.67560 -1.19823 -4.21264
C 4.08367 -1.04352 -0.16125
C 5.30522 -1.70228 -0.26500
C 6.15756 -1.75894 0.83081
C 5.79478 -1.15465 2.02584
C 4.57535 -0.49654 2.12994
C 3.72105 -0.43999 1.04178
C 3.31937 0.99966 -1.96171
C 2.27324 1.90310 -2.11671
C 2.54813 3.22252 -2.45027
C 3.86021 3.63591 -2.62890
C 4.91059 2.73750 -2.45857
C 4.64149 1.42297 -2.11910
H 3.63732 -3.55503 -1.78085
H 4.04655 -5.00719 -3.73167
H 4.26856 -4.01916 -5.98925
H 3.97785 -1.58224 -6.29712
H 3.53645 -0.13241 -4.34652
H 5.59572 -2.16443 -1.19977
H 7.10748 -2.27350 0.74709
H 6.46629 -1.19285 2.87523
H 4.28131 -0.02395 3.05900
H 2.76603 0.07391 1.12195
H 1.25307 1.57533 -1.96440
H 1.72425 3.91928 -2.54998
H 4.07080 4.66625 -2.89054
H 5.93600 3.06679 -2.58288
H 5.45389 0.71883 -1.96883
*
```

Output
E_LUMO (spin up / spin down) = 3.73 / 3.74 eV
Frontier orbital gap (spin up / spin down) = 3.19 / 3.16 eV

Mulliken population analysis, charges in e, atoms 1 to 99: 1.09, -1.01, -1.10, -0.70, 0.20, 0.89, -0.23, 1.55, -0.91, -1.06, -0.56, -0.75, -0.42, 0.47, 0.41, 0.58, 0.41, 0.34, 0.34, 0.37, 0.46, -0.62, 1.19, -0.71, -0.31, -0.39, 0.18, -1.06, 1.10, -0.81, -0.71, -0.87, 0.25, 0.34, 0.07, -1.24, -0.21, -0.47, 0.21, 0.23, 0.25, 0.44, 0.25, 0.29, 0.40, 0.39, 0.38, -1.59, 0.65, -0.97, 0.36, -1.59, -0.61, -0.15, 0.82, 0.64, 1.60, -1.59, -1.50, -1.41, 0.39, 0.18, 0.27, 0.18, 0.35, 0.30, 0.32, 0.23, -0.11, 0.39, 0.00, 0.45, 0.26, 0.47, 0.11, 0.22, -0.10, 0.53, -0.12, -0.65, 0.76, 1.71, 0.39, -0.22, -0.97, -0.58, -0.80, -0.83, 0.77, -0.62, -0.69, -0.78, -0.51, -0.91, 0.34, -0.81, -0.42, -0.65, -0.57

Formula: C51H51MoN3O6Se
Source: the Open Molecules 2025 dataset
Level of theory: ωB97M-V/def2-TZVPD

```
! wB97M-V def2-TZVPD RIJCOSX def2/J DEFGRID3
* xyz 0 3
Mo -0.76869 0.82689 0.03077
O -1.20610 -0.86747 -0.94879
C -0.64061 -2.13190 -0.78245
C 0.26770 -2.15581 0.47464
C -0.54281 -1.81332 1.68520
C -0.76825 -2.75450 2.67505
C -1.61217 -2.44253 3.72463
C -2.23280 -1.20877 3.73653
C -1.98377 -0.30011 2.71721
C -2.68547 1.02212 2.67105
C -3.52216 1.20658 1.38094
O -2.67999 1.05968 0.27797
C -4.67946 0.21044 1.25320
C -5.20943 -0.00557 -0.01819
C -6.31300 -0.82138 -0.19707
C -6.91135 -1.44095 0.89489
C -6.38796 -1.23959 2.16040
C -5.28039 -0.41651 2.33664
C -4.13428 2.61334 1.41004
C -3.84539 3.52009 0.40368
C -4.38466 4.79979 0.43739
C -5.23054 5.17572 1.46736
C -5.53853 4.26389 2.46998
C -4.99385 2.99102 2.43994
N -1.11588 -0.59577 1.73091
C 0.14015 -2.50800 -2.04551
C 1.49166 -2.82020 -2.06566
C 2.13021 -3.13016 -3.26378
C 1.42311 -3.12739 -4.45331
C 0.06599 -2.81814 -4.44124
C -0.56595 -2.51644 -3.24881
C -1.74343 -3.17016 -0.54216
C -1.45441 -4.53268 -0.56280
C -2.43169 -5.46248 -0.24460
C -3.71085 -5.03823 0.09643
C -4.00468 -3.68349 0.10656
C -3.02359 -2.75190 -0.21363
H 1.08974 -1.45171 0.34385
H 0.69111 -3.15166 0.60372
H -0.30218 -3.72670 2.59736
H -1.80285 -3.16193 4.51035
H -2.92243 -0.93996 4.52423
H -1.96377 1.84156 2.66993
H -3.30791 1.13645 3.55648
H -4.73825 0.47708 -0.86479
H -6.71159 -0.97393 -1.19222
H -7.77721 -2.07595 0.75633
H -6.84188 -1.71811 3.01935
H -4.90335 -0.26456 3.33973
H -3.18681 3.22886 -0.40100
H -4.11792 5.50366 -0.33974
H -5.64816 6.17419 1.49447
H -6.20540 4.54485 3.27571
H -5.25952 2.28357 3.21775
H 2.07300 -2.82426 -1.15208
H 3.18360 -3.38205 -3.25718
H 1.91836 -3.37486 -5.38407
H -0.49911 -2.82015 -5.36501
H -1.62204 -2.27354 -3.23320
H -0.46162 -4.87008 -0.84253
H -2.19816 -6.51969 -0.26905
H -4.47479 -5.76436 0.34445
H -4.99777 -3.33832 0.36464
H -3.24157 -1.69282 -0.21091
C 5.61193 2.86070 2.42827
C 5.01143 1.58665 3.04082
C 4.87485 1.78439 4.55008
C 5.94673 0.39727 2.78286
C 3.66799 1.31952 2.37769
C 2.46146 1.31575 3.06902
C 1.28028 1.10874 2.38762
N 1.22724 0.88278 1.07531
C 2.38084 0.89018 0.38900
C 3.59779 1.09448 1.00786
C 2.21753 0.69411 -1.06025
C 3.25009 0.66737 -1.97702
C 2.97315 0.52013 -3.33335
C 1.63522 0.41193 -3.69227
C 0.65658 0.44094 -2.71872
N 0.94204 0.56202 -1.42640
C 4.10978 0.51320 -4.34705
C 5.10780 -0.59486 -3.98498
C 3.60279 0.26283 -5.76709
C 4.81327 1.87713 -4.30299
H 6.57363 3.07683 2.89691
H 4.95200 3.71544 2.58272
H 5.77572 2.75478 1.35537
H 5.86089 1.96348 4.98019
H 4.45489 0.90188 5.03662
H 4.24873 2.64568 4.78842
H 6.91545 0.58260 3.24984
H 6.11532 0.23710 1.71736
H 5.53461 -0.52189 3.20352
H 2.41592 1.49541 4.13215
H 0.33395 1.14898 2.90545
H 4.49539 1.10729 0.40730
H 4.26955 0.78143 -1.63796
H 1.33182 0.30000 -4.72164
H -0.39204 0.36059 -2.96372
H 4.62317 -1.57220 -4.00606
H 5.53724 -0.44916 -2.99297
H 5.92786 -0.60230 -4.70524
H 3.08128 -0.69372 -5.84152
H 4.45006 0.23931 -6.45378
H 2.92869 1.05371 -6.09989
H 5.23527 2.08094 -3.31791
H 4.11651 2.68201 -4.54157
H 5.62719 1.89803 -5.03011
O -0.64099 2.66822 1.12264
Se -0.25667 3.61806 -0.23124
O -1.08461 4.97841 -0.32281
O -0.83332 2.43205 -1.31091
O 1.34554 3.72007 -0.35959
*
```

Output
E_LUMO (spin up / spin down) = -0.34 / -0.66 eV
Frontier orbital gap (spin up / spin down) = 7.39 / 7.63 eV

Mulliken population analysis, charges in e, atoms 1 to 99: -0.56, -0.06, 1.50, -1.76, -0.18, -0.38, -1.29, -0.69, -0.15, -2.49, 2.53, -0.32, 0.07, -0.45, -0.58, -0.76, -0.93, -0.02, 0.08, -0.36, -1.02, -0.60, -0.93, -0.29, 1.93, -0.15, 0.51, -0.89, -0.54, -1.03, -0.28, 0.47, -0.46, -0.89, -0.86, -0.13, 0.15, -0.11, 1.06, 0.52, 0.44, 0.55, 0.44, 1.14, 0.45, 0.41, 0.40, 0.41, 0.32, 0.43, 0.44, 0.38, 0.41, 0.30, 0.32, 0.54, 0.46, 0.43, 0.44, 0.43, 0.43, 0.41, 0.28, 0.02, -1.56, 1.89, -2.14, -1.61, 0.48, -0.91, -0.91, 1.59, -0.19, -0.63, -0.52, -0.70, 0.89, -0.57, -1.69, 1.90, 1.88, -1.43, -2.06, -1.69, 0.44, 0.38, 0.33, 0.44, 0.41, 0.40, 0.47, 0.30, 0.36, 0.63, -0.06, 0.56, 0.53, 0.56, 0.53

Energy above the lowest of the compared OMol25 structures with the same formula, charge and spin values (in eV) by entry order: 0.137 0.000.